C3H2FNO | wB97M-V/def2-TZVPD

Values from the calculation:
Energy relative to the best compared isomer or geometry (same formula, charge and spin): 10.0142 eV
DFT total energy: -9387.4941 eV
Frontier orbital gap (alpha / beta): 6.66 / 7.19 eV
HOMO level (alpha / beta): -8.4 / -8.6 eV

Each line ends with the Löwdin charge.
Atoms and positions in Å:
C 0.714 -1.081 -0.046  -0.1760
C -1.412 1.379 0.257  0.0753
C 1.940 -0.445 0.098  0.0258
N -0.553 -0.776 0.126  0.0479
O -1.173 0.280 -0.176  -0.0724
F 2.156 0.821 -0.311  -0.0109
H 0.598 -2.112 0.107  0.0835
H -2.269 1.935 -0.055  0.0267

Force components x, y, z for each atom (eV/Å):
C -1.4604 0.8923 -0.4529
C 1.4665 3.3422 4.3000
C 1.6520 1.5268 -0.0059
N 0.4694 -3.2766 1.2554
O -2.0424 0.6868 -3.7158
F -0.8939 -1.3338 0.1031
H 1.5326 -1.6115 0.2310
H -0.7238 -0.2262 -1.7150

---

C47H60ClFMnN8O4 | wB97M-V/def2-TZVPD

Values from the calculation:
Energy relative to the best compared isomer or geometry (same formula, charge and spin): 0.9256 eV
DFT total energy: -116376.4719 eV
Multiplicity: 5
Frontier orbital gap (alpha / beta): 4.05 / 4.51 eV
HOMO level (alpha / beta): -7.3 / -7.8 eV
Charge: +1

Each line ends with the Löwdin charge.
Atoms and positions in Å:
Mn -0.002 -0.197 0.091  0.6885
F 6.296 -0.049 -2.293  0.0620
C 5.925 -0.075 -0.993  -0.1860
C 4.618 0.117 -0.680  0.0777
C 4.198 0.145 0.642  -0.0336
C 2.751 0.225 0.926  -0.2652
O 1.962 0.142 -0.023  -0.0657
C 2.403 0.377 2.297  -0.0033
C 3.396 0.311 3.218  0.0433
N 4.707 0.075 2.984  0.0388
C 5.547 0.033 4.187  -0.2154
C 6.681 -0.904 4.437  -0.0788
C 6.928 0.590 4.300  -0.0773
C 5.140 -0.003 1.668  -0.0915
C 6.473 -0.272 1.312  0.0499
C 6.886 -0.314 0.004  -0.1373
N 8.231 -0.669 -0.277  -0.0916
C 8.648 -0.995 -1.645  -0.1271
C 10.080 -1.548 -1.580  -0.0708
N 10.287 -2.128 -0.205  0.0594
C 10.361 -1.013 0.815  -0.0662
C 9.302 0.024 0.433  -0.1229
C 1.003 0.673 2.847  -0.6032
O 0.966 1.113 3.991  0.0364
O 0.042 0.429 2.056  -0.0950
H 3.883 0.222 -1.470  0.1369
H 3.112 0.457 4.254  0.1440
H 4.921 0.204 5.046  0.1460
H 7.000 -1.582 3.659  0.0896
H 6.731 -1.336 5.428  0.1082
H 7.408 0.967 3.407  0.0827
H 7.156 1.159 5.192  0.1082
H 7.198 -0.518 2.070  0.0803
H 8.638 -0.143 -2.326  0.1345
H 7.979 -1.753 -2.047  0.1377
H 10.837 -0.777 -1.699  0.1349
H 10.251 -2.324 -2.318  0.1386
H 11.108 -2.728 -0.160  0.1848
H 9.467 -2.691 0.023  0.1827
H 11.370 -0.611 0.794  0.1373
H 10.171 -1.464 1.785  0.1356
H 9.736 0.812 -0.191  0.1380
H 8.935 0.501 1.335  0.1218
C -2.470 5.092 -2.715  -0.0265
C -1.477 6.258 -2.712  -0.5040
C -1.927 7.236 -3.814  -0.0445
C -1.575 7.020 -1.383  -0.0484
C -0.005 5.806 -2.968  -0.4069
O 0.817 6.990 -3.103  -0.0300
C 0.219 4.984 -4.271  -0.0860
C 0.220 3.443 -4.320  -0.1176
C -1.104 2.716 -4.401  -0.2309
C -1.993 2.964 -5.445  -0.0462
C -3.213 2.309 -5.524  -0.0905
C -3.545 1.376 -4.553  -0.6535
Cl -5.075 0.554 -4.632  0.6760
C -2.665 1.081 -3.529  -0.1072
C -1.452 1.756 -3.459  -0.0278
C 0.729 5.215 -1.741  -0.0286
N 0.191 4.038 -1.056  -0.0656
C 0.681 2.797 -1.054  -0.1426
N -0.066 2.017 -0.307  0.0310
C -1.005 2.869 0.193  -0.1597
N -0.881 4.105 -0.224  0.1299
H -3.444 5.471 -2.391  0.0971
H -2.191 4.286 -2.036  0.0603
H -2.599 4.673 -3.714  0.0713
H -2.993 7.430 -3.687  0.0935
H -1.798 6.845 -4.825  0.0802
H -1.427 8.205 -3.741  0.0891
H -2.553 7.506 -1.324  0.0908
H -0.812 7.799 -1.320  0.0895
H -1.483 6.358 -0.521  0.0620
H 0.506 7.491 -3.863  0.0930
H 1.213 5.292 -4.596  0.1232
H -0.471 5.353 -5.032  0.1017
H 0.785 3.035 -3.486  0.0773
H 0.797 3.182 -5.211  0.1259
H -1.737 3.690 -6.212  0.1232
H -3.903 2.514 -6.332  0.1099
H -2.917 0.318 -2.802  0.0640
H -0.768 1.514 -2.651  0.0814
H 0.826 6.009 -1.009  0.1355
H 1.733 4.949 -2.068  0.1414
H 1.560 2.491 -1.600  0.1432
H -1.762 2.567 0.902  0.1277
C -2.509 -3.100 1.572  -0.0629
C -1.184 -3.838 1.804  -0.3746
C -0.293 -3.079 2.794  -0.0698
C -0.529 -4.207 0.481  -0.1495
C -0.524 -5.551 0.130  -0.0590
C -0.011 -6.005 -1.078  -0.1008
C 0.478 -5.061 -1.967  -0.0691
C 0.484 -3.699 -1.674  -0.1472
C 1.072 -2.794 -2.749  -0.3722
C 2.519 -2.417 -2.417  -0.0670
C 0.251 -1.557 -3.123  -0.0746
C 0.017 -3.231 -0.406  -0.2607
N 0.095 -1.923 -0.042  -0.0473
H -2.947 -2.767 2.520  0.0790
H -3.231 -3.748 1.068  0.0782
H -2.336 -2.232 0.937  0.0377
H -1.431 -4.793 2.275  0.1161
H -0.131 -2.044 2.504  0.0378
H 0.691 -3.553 2.876  0.0787
H -0.755 -3.088 3.787  0.0780
H -0.938 -6.269 0.833  0.1051
H -0.004 -7.060 -1.323  0.0936
H 0.853 -5.385 -2.935  0.1044
H 1.103 -3.411 -3.649  0.1181
H 2.541 -1.842 -1.491  0.0502
H 2.967 -1.815 -3.221  0.0753
H 3.124 -3.316 -2.280  0.0799
H 0.234 -0.830 -2.319  0.0183
H -0.782 -1.828 -3.351  0.0864
H 0.679 -1.081 -4.013  0.0789
C -4.426 0.367 -0.783  -0.0130
C -2.991 0.124 -0.649  -0.1631
N -1.880 -0.107 -0.539  0.1616
H -4.903 -0.506 -1.223  0.1005
H -4.600 1.237 -1.415  0.0853
H -4.849 0.545 0.204  0.0995

Force components x, y, z for each atom (eV/Å):
Mn -0.0592 0.2914 -0.4059
F -0.0163 0.0154 -0.0643
C 0.2896 -0.0011 0.0952
C -0.1989 -0.0479 -0.3821
C -0.3514 -0.0722 0.4120
C 0.5760 -0.0902 0.5108
O 0.1624 0.0816 -0.7271
C 0.1334 0.0682 -0.0172
C -0.1768 0.0030 0.2124
N 0.4156 0.0313 0.2216
C -0.1488 0.0084 -0.2836
C 0.0582 -0.0326 0.0535
C 0.0496 -0.0020 -0.0539
C 0.1457 -0.0265 0.0712
C -0.1603 -0.0278 0.4352
C -0.0664 -0.0919 -0.4823
N 0.2796 0.1097 -0.1010
C 0.0119 -0.0860 0.2432
C -0.0036 -0.0915 0.1413
N -0.0859 0.2392 -0.0524
C 0.0042 -0.1477 -0.0824
C -0.0982 -0.0072 -0.1374
C 0.1824 -0.0597 0.0139
O -0.2047 -0.0672 -0.1562
O -0.1982 0.1192 0.2882
H 0.0364 -0.0011 0.0596
H -0.0418 -0.0133 -0.0628
H -0.0745 0.0336 0.0063
H -0.0038 0.0588 -0.0151
H 0.0071 0.0172 -0.0357
H -0.0218 -0.0455 0.0698
H -0.0159 -0.0353 -0.0252
H -0.0250 0.0391 -0.0255
H 0.0247 0.0475 -0.0037
H -0.0502 -0.0016 -0.0134
H 0.0344 0.0304 -0.0197
H -0.0071 -0.0411 -0.0326
H 0.0839 0.0063 -0.0132
H -0.0592 -0.0556 -0.0035
H 0.0470 0.0055 -0.0086
H -0.0118 -0.0055 0.0510
H 0.0380 0.0308 -0.0021
H -0.0816 0.0246 0.0242
C -0.0737 -0.0777 -0.0233
C 0.0032 0.1112 0.0216
C -0.0093 0.0295 -0.0124
C -0.0558 0.0063 0.0859
C 0.0714 0.0267 -0.0089
O -0.1395 -0.1029 -0.0584
C -0.1028 0.0026 0.0467
C -0.0786 -0.0312 0.0614
C 0.0438 0.0287 0.0266
C -0.0505 -0.0300 -0.0628
C 0.0246 0.0553 -0.0564
C 0.0417 0.0344 -0.0294
Cl 0.0221 0.0061 0.0151
C 0.0366 -0.0063 -0.0669
C -0.0166 -0.0682 0.0170
C -0.0896 -0.2627 0.0861
N 0.0299 0.3484 -0.0387
C 0.0350 0.0261 -0.1646
N -0.1657 -0.1261 0.4320
C -0.0257 0.0065 0.1121
N 0.3625 -0.3834 -0.0898
H 0.0353 -0.0266 -0.0072
H -0.0783 0.1446 -0.1583
H -0.0034 0.0813 0.0759
H 0.0317 -0.0005 -0.0020
H 0.0003 -0.0051 0.0258
H 0.0121 -0.0558 0.0036
H 0.0621 -0.0318 0.0099
H -0.0306 -0.0155 -0.0234
H -0.0214 0.0749 -0.0912
H -0.0064 0.0031 -0.0189
H 0.0491 0.0004 -0.0170
H 0.0134 -0.0027 -0.0115
H 0.0658 0.0033 -0.0500
H -0.0205 -0.0230 -0.0370
H -0.0209 -0.0435 0.0486
H 0.0256 0.0023 0.0209
H 0.1541 0.1287 -0.4696
H -0.1190 -0.0228 -0.1308
H -0.0247 0.0258 0.0758
H 0.0374 -0.0215 0.0051
H -0.0629 0.0270 0.0595
H 0.0912 -0.0092 -0.0658
C -0.0359 0.0163 0.0434
C 0.0372 0.0906 -0.0620
C 0.1342 -0.0329 0.0976
C -0.0608 -0.1113 0.2075
C 0.0034 0.0109 0.0722
C 0.0068 0.1407 0.0833
C -0.0352 0.0838 -0.0771
C 0.0534 -0.0371 -0.1397
C -0.0052 0.0283 0.0702
C 0.0461 0.0768 0.0150
C -0.0263 -0.1901 -0.2177
C -0.0476 0.4429 -0.3280
N 0.1181 -0.6389 0.3162
H 0.0727 -0.0384 -0.1216
H 0.0337 -0.0015 0.0108
H 0.0069 0.0584 0.0702
H -0.0120 -0.0303 0.0557
H -0.0958 -0.0259 -0.0668
H -0.0697 -0.0392 -0.0023
H 0.0324 -0.0029 -0.0908
H 0.0140 0.0424 -0.0330
H -0.0240 0.0553 0.0034
H -0.0130 0.0307 0.0768
H 0.0301 -0.0220 -0.0747
H 0.0124 0.0242 0.0465
H -0.0638 -0.0638 0.0873
H -0.0154 0.0538 -0.0060
H 0.0434 0.1428 0.1117
H 0.0115 0.0217 0.0264
H -0.0359 -0.0336 0.0598
C 0.2094 -0.0314 0.1318
C -1.0269 -0.0596 0.1415
N 0.1887 0.0319 0.2677
H 0.0047 -0.0185 -0.0432
H 0.0258 -0.0027 -0.0145
H 0.0112 -0.0087 0.0447

---

C3H4O2S | wB97M-V/def2-TZVPD

Values from the calculation:
Energy relative to the best compared isomer or geometry (same formula, charge and spin): 4.7681 eV
DFT total energy: -18101.2972 eV
Frontier orbital gap (alpha / beta): 8.32 / 8.32 eV
HOMO level (alpha / beta): -9.6 / -9.6 eV
Structure (SMILES): C=CC=S(=O)=O

Each line ends with the Löwdin charge.
Atoms and positions in Å:
C -1.484 -0.855 0.027  -0.0198
C -1.121 0.416 -0.063  -0.0945
C 0.569 0.944 0.171  -0.1714
S 1.809 -0.017 -0.244  0.7290
O 1.703 -1.441 0.035  -0.3198
O 3.020 0.655 -0.074  -0.3126
H -0.856 -1.599 0.373  0.0139
H -2.556 -1.318 0.028  0.1027
H -1.674 1.246 -0.091  0.0205
H 0.589 1.969 -0.163  0.0519

Force components x, y, z for each atom (eV/Å):
C -3.0991 0.3015 0.4192
C 5.8219 -2.6034 1.2575
C -5.2177 -1.7816 -1.6903
S -2.5882 -1.6677 2.4036
O -0.0909 1.1971 -0.9703
O 3.2680 1.0370 -0.6363
H 1.8670 -1.2637 0.0411
H 1.6964 1.6958 -0.3755
H -2.3274 2.8786 -0.6424
H 0.6700 0.2064 0.1936

---

C5H11N3 | wB97M-V/def2-TZVPD

Values from the calculation:
Energy relative to the best compared isomer or geometry (same formula, charge and spin): 2.8229 eV
DFT total energy: -9831.0833 eV
Frontier orbital gap: 9.92 eV
HOMO level: -8.9 eV
Structure (SMILES): [H]/N=C(\CCN)N1CC1

Each line ends with the Löwdin charge.
Atoms and positions in Å:
H 0.393 1.405 1.005  0.0032
N 0.511 1.406 -0.013  0.1733
C -0.010 0.296 -0.277  -0.5382
C -0.437 -0.824 0.690  -0.1412
C 0.025 -0.514 2.090  -0.2729
N -0.459 0.848 2.488  -0.0389
N -0.408 -0.013 -1.506  -0.0572
C 0.116 0.702 -2.713  -0.1341
C 0.628 -0.670 -2.489  -0.0743
H -1.552 -1.041 0.567  0.1329
H -0.150 -1.835 0.349  0.1157
H 1.122 -0.463 2.009  0.1170
H -0.244 -1.287 2.796  0.0954
H -0.090 1.200 3.426  0.1153
H -1.466 0.848 2.421  0.0729
H -0.698 0.914 -3.433  0.1160
H 0.927 1.368 -2.564  0.0787
H 0.124 -1.539 -2.910  0.0866
H 1.670 -0.803 -1.938  0.1496

Force components x, y, z for each atom (eV/Å):
H 0.8391 1.0230 0.1442
N 0.0742 0.3623 1.0192
C -0.1102 -0.7068 1.1981
C -1.5671 -0.2846 -0.3665
C 0.4700 0.8647 0.2356
N 0.9226 -0.4874 1.5042
N 0.7014 -1.1094 -5.6644
C -0.8326 -1.1501 0.7862
C -0.3914 -0.7422 2.7743
H 0.9732 1.0781 0.4917
H 0.8773 0.5682 0.0516
H -0.2366 -0.0170 0.4150
H -0.0729 -0.2931 0.2246
H -1.0358 -1.0003 -1.7919
H -0.1134 0.2952 0.4616
H 0.9593 -0.1114 0.3219
H 0.0230 1.2656 0.1458
H 0.7349 0.1380 -0.2857
H -2.2149 0.3073 -1.6655

---

C8H15N2O | wB97M-V/def2-TZVPD

Values from the calculation:
Energy relative to the best compared isomer or geometry (same formula, charge and spin): 4.8337 eV
DFT total energy: -13556.4567 eV
Frontier orbital gap: 8.47 eV
HOMO level: -13.6 eV
Structure (SMILES): CO[C@@H]1C=NC=[NH+][C@H]1C(C)C
Charge: +1

Each line ends with the Löwdin charge.
Atoms and positions in Å:
C 3.095 -1.334 0.594  -0.0492
O 1.973 -0.537 0.734  -0.1409
C 1.033 -0.602 -0.172  -0.2135
C 1.365 0.405 -1.464  0.0937
N 1.600 1.571 -1.049  0.1513
C 1.193 2.068 0.079  -0.0763
N 0.177 1.547 0.746  0.1339
C -0.308 0.281 0.487  -0.1841
C -1.610 0.235 -0.281  -0.4078
C -2.034 -1.140 -0.721  -0.0885
C -2.744 0.629 0.689  -0.0253
H 3.880 -1.314 1.368  0.1178
H 3.573 -0.934 -0.330  0.1123
H 2.907 -2.348 0.458  0.0766
H 0.915 -1.630 -0.431  0.1393
H 1.182 -0.001 -2.476  0.1494
H 1.820 2.889 0.558  0.1916
H -0.202 2.193 1.395  0.1636
H -0.510 -0.436 1.273  0.1704
H -1.603 0.631 -1.272  0.1351
H -1.503 -1.749 -1.447  0.0814
H -2.955 -0.879 -1.337  0.1117
H -2.472 -1.733 0.148  0.1183
H -2.669 -0.009 1.524  0.0813
H -3.489 0.464 0.024  0.0455
H -2.613 1.733 0.905  0.1123

Force components x, y, z for each atom (eV/Å):
C 2.5349 1.2515 -1.8030
O 0.9177 1.5065 4.0476
C -1.9914 2.7435 -2.3652
C -0.9393 -2.9899 2.2530
N -0.1950 0.2823 -2.0715
C 1.7664 0.6419 2.0304
N 1.4818 2.2184 0.1424
C 1.0618 -4.5219 -3.0272
C 0.5277 -1.4198 0.4616
C -2.9743 -1.3472 0.0626
C 3.5194 3.3578 -1.0191
H -0.9887 0.8023 0.2316
H 0.2939 -0.6575 0.3341
H -0.9238 -1.8963 -0.3785
H -1.1991 -0.6503 -0.7927
H 0.4580 1.0347 0.2084
H -1.3281 -0.8503 -0.8253
H -0.8124 0.0939 0.9882
H 0.5062 0.6835 1.1905
H 0.2712 2.0412 -0.2133
H 0.8207 0.0181 0.4161
H 0.7582 -0.6443 0.7206
H 0.9344 0.2365 -1.1389
H -0.4063 -0.5498 1.0865
H -3.4103 -0.1409 -0.7968
H -0.6835 -1.2441 0.2577

---

CH13NO4 | wB97M-V/def2-TZVPD

Values from the calculation:
Energy relative to the best compared isomer or geometry (same formula, charge and spin): 1.6068 eV
DFT total energy: -10927.0444 eV
Frontier orbital gap: 9.65 eV
HOMO level: -9.3 eV
Structure (SMILES): CN.O.O.O.O

Each line ends with the Löwdin charge.
Atoms and positions in Å:
C 0.157 -1.223 1.134  -0.1251
N -0.957 -1.256 0.070  -0.0960
H 1.145 -1.009 0.551  0.0835
H 0.006 -0.419 1.823  0.0262
H 0.303 -2.212 1.682  0.0850
H -1.410 -0.379 -0.126  0.0188
H -1.736 -1.970 0.188  0.1038
O 0.097 -2.291 -2.305  -0.1028
H -0.152 -2.131 -1.346  -0.0077
H -0.355 -1.562 -2.668  -0.0159
O 2.220 0.804 -1.773  -0.1224
H 2.737 0.260 -2.439  0.0626
H 1.516 0.083 -1.672  0.0349
O -2.417 1.222 0.830  -0.0887
H -2.634 1.507 1.717  0.0321
H -2.582 2.072 0.271  0.1020
O 0.880 2.345 2.120  -0.0911
H 0.915 2.939 1.280  0.0938
H 1.755 2.308 2.471  0.0072

Force components x, y, z for each atom (eV/Å):
C 0.4923 -0.8158 -2.2007
N -0.0046 -2.2657 0.8104
H -1.6287 -0.3958 1.1596
H -0.1008 0.3867 0.5294
H -0.5212 1.2760 -0.8937
H 0.2096 0.3362 0.5615
H 1.6316 1.2994 0.3506
O 0.7339 -0.9581 1.6762
H 0.1899 -0.1664 -0.7998
H -0.8602 1.2969 -1.1571
O -0.6707 -3.1456 -1.2863
H -0.2605 1.3977 0.9640
H 0.8643 1.6353 0.3322
O -0.5213 2.4429 -1.9253
H 0.0113 0.0252 0.3933
H 0.4474 -2.3047 1.4899
O -1.2196 1.5551 -2.5183
H 0.1672 -1.7037 2.3505
H 1.0401 0.1045 0.1637